{"formula": "C16H34CdP2", "method": "ωB97M-V/def2-TZVPD", "mol_weight_g_mol": 400.8, "e_above_lowest_ev": 0.0000, "energy_ev": -40279.893, "max_force_ev_per_a": 2.70, "lumo_ev": 0.68, "multiplicity": 1, "elements": ["P", "P", "C", "C", "H", "H", "H", "H", "C", "H", "H", "H", "C", "H", "H", "H", "C", "H", "H", "H", "C", "H", "H", "H", "Cd", "C", "C", "C", "C", "C", "C", "C", "C", "C", "H", "H", "H", "H", "H", "H", "H", "H", "H", "H", "H", "H", "H", "H", "H", "C", "H", "H", "H"], "xyz": [[-0.15526, -1.49584, -5.92087], [0.12358, 1.86771, -5.77292], [-0.39529, -0.42973, -7.41323], [0.35398, 0.90642, -7.35168], [-1.48172, -0.28351, -7.53267], [-0.02592, -1.02902, -8.25839], [1.44216, 0.76486, -7.46645], [0.00411, 1.57806, -8.14962], [-1.51788, 2.60895, -6.08004], [-1.79754, 3.24051, -5.22872], [-2.27361, 1.82230, -6.21129], [-1.46264, 3.22452, -6.98608], [1.30912, 3.20833, -6.06264], [0.95551, 3.84166, -6.88541], [2.27391, 2.75255, -6.32438], [1.41527, 3.79823, -5.14620], [-1.26469, -2.87572, -6.31021], [-1.30574, -3.54754, -5.44620], [-0.89628, -3.41174, -7.19430], [-2.26290, -2.45984, -6.50602], [1.52242, -2.12399, -6.25444], [2.24439, -1.29996, -6.32679], [1.49409, -2.67473, -7.20109], [1.82051, -2.79991, -5.44596], [0.28046, 0.03592, 1.52129], [0.45214, 1.94172, -3.09938], [-0.88700, 1.69096, -3.05448], [-1.48385, 0.44210, -3.60552], [-1.56053, -0.78850, -2.65357], [-0.54668, -1.81750, -3.05044], [0.78092, -1.57896, -3.18520], [1.44291, -0.31023, -3.60686], [1.45518, 0.91179, -2.65405], [0.04630, -2.06819, 1.59478], [0.82171, 2.96789, -3.18408], [-1.60210, 2.44413, -2.70129], [-0.88313, 0.11364, -4.48312], [-2.48824, 0.63215, -4.03137], [-1.47299, -0.47476, -1.59525], [-2.56774, -1.22466, -2.77186], [-0.90839, -2.85368, -3.04406], [1.46612, -2.42441, -3.04437], [0.98816, 0.04120, -4.56538], [2.48862, -0.54631, -3.88674], [1.30965, 0.60354, -1.60010], [2.46106, 1.36407, -2.71928], [0.88692, -2.48793, 2.16133], [0.03995, -2.46483, 0.57266], [-0.89666, -2.30816, 2.10151], [0.44562, 2.11829, 1.80321], [0.06191, 2.63100, 0.90997], [1.50717, 2.35787, 1.95939], [-0.13865, 2.40391, 2.69047]]}